(1)
Here is an isolated molecule of CH5N3OS from the Open Molecules 2025 dataset. Energies are from ωB97M-V with the def2-TZVPD basis set.

Structure (ORCA input):
```
! RIJCOSX wB97M-V def2-TZVPD def2/J DEFGRID3
* xyz 0 1
N 1.05 -0.99 0.17
N -0.25 -0.88 -0.35
C -1.03 0.22 -0.08
S -2.68 0.13 -0.05
N -0.36 1.37 0.23
O 0.89 1.64 -0.33
H 1.65 -1.42 -0.52
H 1.01 -1.53 1.03
H -0.79 -1.75 -0.45
H -0.93 2.22 0.27
H 1.45 0.98 0.08
*
```

Results
* energy relative to the best compared isomer or geometry (same formula, charge and spin): 35.6 kcal per mole
* maximum force: 0.0179 hartree/bohr
* HOMO energy: -8.36 eV
* M: 107.14 g/mol
* structure (SMILES): NNC(=S)NO
* lowest unoccupied orbital energy: 0.6 eV
* calculated total energy: -18468.8923 eV
* Kohn-Sham gap: 8.92 eV

Here are the natural (NBO) charges for atoms 1 to 2, given in e: N -0.676; N -0.461



(2)
Here is an isolated molecule of C4H3ClS from the Open Molecules 2025 dataset. Energies are from ωB97M-V with the def2-TZVPD basis set.

Structure (ORCA input):
```
! RIJCOSX wB97M-V def2-TZVPD def2/J DEFGRID3
* xyz 0 1
S 3.37 0.51 0.21
C 2.10 -0.16 0.96
C 0.84 -0.22 0.30
C -0.19 -0.27 -0.34
C -1.56 0.02 -0.88
Cl -2.62 0.29 0.62
H 2.05 -0.48 2.00
H -1.73 0.93 -1.46
H -2.26 -0.61 -1.42
*
```

Results
* energy relative to the best compared isomer or geometry (same formula, charge and spin): 12.0 kcal per mole
* maximum force: 0.0358 hartree/bohr
* HOMO energy: -9.21 eV
* M: 118.59 g/mol
* structure (SMILES): S=CC#CCCl
* lowest unoccupied orbital energy: -1.3 eV
* calculated total energy: -27551.0879 eV
* Kohn-Sham gap: 7.93 eV

Here are the natural (NBO) charges for atoms 1 to 2, given in e: S 0.123; C -0.344



(3)
Here is a cluster of 2 separate species, C4H9O3 in total from the Open Molecules 2025 dataset. Energies are from ωB97M-V with the def2-TZVPD basis set.

Structure (ORCA input):
```
! RIJCOSX wB97M-V def2-TZVPD def2/J DEFGRID3
* xyz 0 2
O 1.87 -0.18 -0.02
C 1.22 -1.29 -0.18
O 0.06 -1.40 -0.45
C 2.16 -2.48 0.01
H 1.55 -3.35 -0.20
H 3.00 -2.39 -0.69
H 2.55 -2.50 1.02
C -1.05 1.82 0.35
O -1.50 0.63 0.97
C -2.12 2.37 -0.59
H -0.84 2.55 1.13
H -0.13 1.64 -0.20
H -1.02 -0.11 0.58
H -3.06 2.48 -0.03
H -1.81 3.31 -1.04
H -2.29 1.68 -1.41
*
```

Results
* energy relative to the best compared isomer or geometry (same formula, charge and spin): 0.2 kcal per mole
* expectation value of S²: 0.754
* maximum force: 0.0216 hartree/bohr
* HOMO energy (alpha / beta): -9.79 / -9.79 eV
* M: 105.11 g/mol
* lowest unoccupied orbital energy (alpha / beta): 0.7 / -3.5 eV
* calculated total energy: -10434.2665 eV
* Kohn-Sham gap (alpha / beta): 10.47 / 6.29 eV

Here are the natural (NBO) charges for atoms 1 to 2, given in e: O -0.158; C 0.724